C13H8Cl5FIIrN2O2 as an isolated structure, computed with the ωB97M-V functional and the def2-TZVPD basis.

Values from the calculation:
LUMO energy, hartree: -0.015
Charge: 0
HOMO level, eV: -8.47

Element x y z (Å)
1 Ir -0.4978 -0.9017 0.4141
2 N 0.1824 -2.9087 -0.1518
3 C 1.5850 -3.0547 0.2811
4 C 2.2244 -1.7458 0.7800
5 O 3.4215 -1.7178 0.9493
6 O 1.4290 -0.7338 1.0091
7 H -0.4512 -3.5602 0.2947
8 H 0.0548 -3.0167 -1.1512
9 H 2.2100 -3.4377 -0.5228
10 H 1.6468 -3.7654 1.1047
11 Cl -0.9635 2.7400 -0.5372
12 C -0.9735 2.1774 1.1033
13 C -0.8557 0.8204 1.3684
14 C -0.9468 0.4697 2.7028
15 Cl -0.9145 -1.2858 2.8970
16 C -1.1068 1.3318 3.7649
17 Cl -1.2087 0.7401 5.3727
18 C -1.1844 2.6914 3.4681
19 Cl -1.3687 3.8323 4.7403
20 C -1.1251 3.1083 2.1361
21 Cl -1.2482 4.7863 1.7787
22 F -2.2744 -1.5090 -0.3291
23 I -2.1481 0.1562 -5.0928
24 C -0.6913 0.2897 -3.6208
25 C 0.5169 0.9256 -3.8638
26 C 1.4413 0.9905 -2.8374
27 C 1.1409 0.4365 -1.6096
28 N -0.0272 -0.1844 -1.3911
29 C -0.9388 -0.2567 -2.3763
30 H 0.7261 1.3655 -4.8292
31 H 2.3929 1.4841 -2.9724
32 H 1.8167 0.4851 -0.7679
33 H -1.8643 -0.7525 -2.1118



C3H12N2OS as an isolated structure, computed with the ωB97M-V functional and the def2-TZVPD basis.

Values from the calculation:
LUMO energy, hartree: -0.148
Charge: 0
HOMO level, eV: -8.29

Element x y z (Å)
1 N -2.9517 -0.0362 -0.7965
2 C -0.5369 -0.3076 -0.0375
3 C 0.5529 -0.8935 -0.8882
4 S 1.9501 0.2347 -1.5366
5 C -0.3265 1.1911 0.3492
6 N 0.8405 1.5089 1.2470
7 H -3.6069 -0.7999 -1.0268
8 H -3.3292 0.5916 -0.0852
9 H -0.7086 -0.9323 0.8436
10 H 0.9821 -1.6883 -0.3507
11 H 0.0492 -1.1485 -1.8612
12 H 2.5444 -0.2386 -0.3420
13 H -1.2417 1.4506 0.9029
14 H -0.4619 1.7079 -0.6380
15 H 1.4302 2.2920 0.9285
16 H 1.4008 0.6684 1.4806
17 H 2.8197 -1.9760 1.2915
18 H -1.6796 -0.3915 -0.5244
19 O 2.2732 -1.2328 1.0436



| no. | electronic energy (a.u.) | maximum force (eV/Å) |
| --- | --- | --- |
| 1 | -3563.081696 | 1.4 |
| 2 | -704.138663 | 6.3 |